# C21H25ClN4O3S

The molecule C21H25ClN4O3S (ωB97M-V/def2-TZVPD, the OMol25 dataset).

```
55
C21H25ClN4O3S, DFT ωB97M-V/def2-TZVPD
O 0.91 -1.22 -1.75
C -0.30 -1.32 -1.70
N -0.98 -1.90 -2.72
C -2.41 -1.93 -2.90
H -2.93 -1.99 -1.95
C -2.86 -0.67 -3.70
N -1.71 -0.07 -4.35
C -1.07 1.01 -3.74
C -1.83 2.04 -3.17
C -1.24 3.13 -2.57
C 0.14 3.23 -2.54
C 0.92 2.25 -3.14
C 0.32 1.16 -3.73
H 0.96 0.41 -4.17
H 1.99 2.33 -3.13
Cl 0.90 4.58 -1.77
H -1.85 3.90 -2.13
H -2.91 2.00 -3.21
C -0.93 -1.09 -5.02
H -1.62 -1.63 -5.68
C -0.30 -2.07 -3.99
H 0.76 -1.86 -3.82
H -0.41 -3.10 -4.33
H -0.17 -0.62 -5.64
H -3.59 -0.95 -4.46
H -3.32 0.05 -3.03
H -2.65 -2.83 -3.47
C -1.11 -0.86 -0.49
H -2.05 -0.43 -0.85
C -1.40 -2.05 0.44
C -0.11 -2.52 1.11
N 0.51 -1.45 1.87
S -0.23 -1.08 3.32
O -0.73 -2.31 3.88
O -1.14 0.04 3.24
C 1.21 -0.57 4.26
C 2.16 -1.52 4.57
C 3.27 -1.12 5.29
C 3.37 0.22 5.65
N 2.45 1.13 5.35
C 1.39 0.74 4.67
H 0.65 1.49 4.44
H 4.22 0.59 6.21
H 4.05 -1.82 5.57
H 2.01 -2.54 4.26
C 0.83 -0.29 1.05
C -0.38 0.24 0.29
H -0.05 1.02 -0.40
H -1.08 0.68 1.00
H 1.22 0.48 1.72
H 1.61 -0.59 0.35
H -0.32 -3.32 1.82
H 0.61 -2.86 0.37
H -1.84 -2.88 -0.11
H -2.09 -1.73 1.22
```

Energy: -57643.43339 eV
Energy relative to the best compared isomer or geometry (same formula, charge and spin): 2.135 eV
Gap between HOMO and LUMO: 8.5 eV
Net charge: 0
SMILES: O=C(C1CCN(S(=O)(=O)c2cccnc2)CC1)N1CCN(c2ccc(Cl)cc2)CC1